No. 1
DFT (the ωB97M-V functional and the def2-TZVPD basis) results for the ion C4H10N3 with charge +1 at a distorted geometry.

As for the HOMO-LUMO gap (alpha / beta): 7.19 / 6.21 eV. The lowest unoccupied orbital energy (alpha / beta) comes out at -3.6 / -7.3 eV. As for the expectation value of S²: 2.007. For the relative energy (zero: lowest compared OMol25 entry of this formula, charge and spin), the calculation gives 97.6 kcal per mole. The calculation puts the energy at -322.151900 hartree.

ORCA input file:
```
! RIJCOSX wB97M-V def2-TZVPD def2/J DEFGRID3
* xyz 1 3
C -0.849 -0.542 -1.026
C -1.848 0.180 -0.486
C 0.581 -0.148 -0.269
C 0.903 -1.095 0.850
N 0.058 1.111 0.267
N 1.657 0.141 -1.204
N -1.342 1.196 0.483
H -0.885 -1.332 -1.725
H -2.880 0.023 -0.723
H 1.699 -0.683 1.509
H 1.274 -2.118 0.570
H -0.038 -1.114 1.577
H 0.744 1.327 0.906
H 2.350 0.599 -0.607
H 1.901 -0.644 -1.817
H -1.776 2.069 0.194
H -1.550 1.031 1.502
*
```

---

No. 2
DFT (the ωB97M-V functional and the def2-TZVPD basis) results for a cluster of 5 separate species, C13H29Cl4N3O3 in total.

As for the HOMO-LUMO gap: 9.55 eV. The lowest unoccupied orbital energy comes out at 0.4 eV. For the relative energy (zero: lowest compared OMol25 entry of this formula, charge and spin), the calculation gives 0.0 kcal per mole. The calculation puts the energy at -2743.510004 hartree.

ORCA input file:
```
! RIJCOSX wB97M-V def2-TZVPD def2/J DEFGRID3
* xyz 0 1
C -14.655 -15.750 8.036
N -14.283 -15.957 6.663
C -15.000 -15.141 5.716
C -13.539 -17.016 6.272
O -13.222 -17.263 5.130
H -14.101 -16.406 8.708
H -15.723 -15.934 8.214
H -14.499 -14.717 8.352
H -15.086 -14.130 6.109
H -14.487 -15.072 4.756
H -15.993 -15.553 5.511
H -13.238 -17.675 7.106
C -15.488 -9.249 6.967
N -15.273 -10.656 7.181
C -13.935 -11.099 7.532
C -16.305 -11.497 7.384
O -16.181 -12.661 7.732
H -15.033 -8.904 6.037
H -15.069 -8.655 7.787
H -16.555 -9.040 6.924
H -13.856 -12.168 7.365
H -13.230 -10.527 6.937
H -13.737 -10.926 8.597
H -17.301 -11.093 7.156
C -9.035 -12.822 5.326
N -9.242 -12.441 3.953
C -8.937 -11.081 3.573
C -9.835 -13.284 3.074
O -10.192 -12.987 1.953
H -9.676 -12.236 5.991
H -8.003 -12.602 5.624
H -9.205 -13.887 5.445
H -9.671 -10.372 3.962
H -7.940 -10.816 3.930
H -8.940 -11.017 2.487
H -9.966 -14.299 3.483
Cl -10.324 -11.993 -1.689
C -11.435 -13.166 -0.943
C -10.716 -14.483 -0.703
Cl -11.723 -15.494 0.359
H -12.273 -13.303 -1.620
H -11.782 -12.758 -0.001
H -9.789 -14.310 -0.170
H -10.574 -15.036 -1.625
Cl -14.512 -11.365 1.325
C -13.354 -12.276 2.334
C -13.521 -11.981 3.785
Cl -13.186 -10.276 4.163
H -12.360 -12.005 1.984
H -13.507 -13.333 2.126
H -12.825 -12.593 4.356
H -14.535 -12.220 4.100
*
```

---

No. 3
DFT (the ωB97M-V functional and the def2-TZVPD basis) results for an isolated molecule of C4H4N6OS at a distorted geometry.

As for the HOMO-LUMO gap (alpha / beta): 7.55 / 7.72 eV. The lowest unoccupied orbital energy (alpha / beta) comes out at -1.0 / -1.0 eV. For the relative energy (zero: lowest compared OMol25 entry of this formula, charge and spin), the calculation gives 0.0 kcal per mole. The calculation puts the energy at -956.617079 hartree.

ORCA input file:
```
! RIJCOSX wB97M-V def2-TZVPD def2/J DEFGRID3
* xyz 0 1
C 2.446 0.755 0.002
C -0.620 -1.931 -0.341
C 1.827 1.000 1.236
C -0.597 -0.482 -0.721
N 1.543 0.318 -0.827
N -1.647 -2.299 0.363
N 0.408 0.305 -0.122
N -2.485 -1.243 0.458
N 0.552 0.671 1.154
N -1.950 -0.178 -0.188
O -2.162 2.225 -0.944
S -2.703 1.303 0.021
H 3.456 1.074 -0.197
H 0.229 -2.509 -0.422
H 2.290 1.356 2.255
H -0.587 -0.365 -1.726
*
```